Molecular formula: C2H12NO2S2
Method: DFT, ωB97M-V/def2-TZVPD

```
19
Properties=species:S:1:pos:R:3:nbo_charge:R:1
N 0.495 -0.648 0.087 -0.71
C -0.544 -0.828 1.115 -0.26
C -1.838 -1.177 0.402 -0.54
S -3.311 -0.143 1.097 0.10
S -3.677 1.239 -0.313 -0.08
H 1.464 -0.361 0.400 0.48
H 0.406 2.056 -2.771 0.50
H 0.526 -1.543 -0.402 0.43
H -0.665 0.073 1.719 0.25
H -0.252 -1.684 1.748 0.23
H -1.727 -1.203 -0.664 0.23
H -2.224 -2.159 0.804 0.25
H -2.777 2.154 0.021 0.11
H 3.619 0.232 -0.106 0.48
H 4.065 0.271 1.350 0.51
O 3.277 0.249 0.796 -0.97
H 1.861 1.906 -2.359 0.49
H 0.316 0.063 -0.689 0.47
O 0.985 1.503 -2.233 -0.98
```

Summary:
Charge: +1
HOMO-LUMO gap (eV): 9.254
Energy (Ha): -1084.7602
ΔE to the lowest compared entry with this formula, charge and spin (kJ/mol): 51.5
HOMO (eV): -12.466
LUMO (eV): -3.211


Molecular formula: C6H10O
Method: DFT, ωB97M-V/def2-TZVPD

```
17
Properties=species:S:1:pos:R:3:nbo_charge:R:1
C 1.291 -0.467 -0.920 -0.43
C 1.270 0.690 0.083 -0.08
O 0.175 1.549 -0.270 -0.43
C -1.034 1.148 0.053 0.33
C -1.408 0.387 1.209 -0.56
C -1.042 -0.881 1.531 -0.34
C -0.074 -1.139 -1.045 -0.57
H 2.067 -1.166 -0.588 0.22
H 1.592 -0.066 -1.891 0.21
H 1.127 0.325 1.107 0.22
H 2.162 1.317 0.014 0.20
H -1.768 1.728 -0.512 0.20
H -0.846 -0.396 -0.719 0.20
H -2.125 1.004 1.772 0.24
H -1.322 -1.219 2.534 0.14
H -0.385 -1.304 -2.073 0.20
H -0.154 -2.056 -0.466 0.26
```

Summary:
Charge: 0
HOMO-LUMO gap (alpha / beta) (eV): 6.923 / 6.943
Energy (Ha): -309.6531
ΔE to the lowest compared entry with this formula, charge and spin (kJ/mol): 496.9
HOMO (alpha / beta) (eV): -7.137 / -7.150
LUMO (alpha / beta) (eV): -0.215 / -0.207


Q: Which of these has the highest charge?
A: C2H12NO2S2